Entry 1:
Entry from OMol25: a molecular structure, C34H58N11O11 (the ωB97M-V functional and the def2-TZVPD basis).

Calculated values
Gap between HOMO and LUMO: 0.1652 Ha
Charge: +1
Multiplicity: 1

Positions of all 114 atoms, in Å:
C: 10.192 -5.586 93.771
C: 10.012 -7.042 94.227
C: 10.992 -7.731 93.437
C: 11.321 -9.161 93.847
C: 11.800 -9.060 95.313
C: 10.671 -8.382 96.297
N: 10.112 -7.204 95.674
O: 9.770 -6.288 96.488
C: 11.548 -8.072 97.594
C: 9.534 -9.491 96.542
C: 8.521 -7.508 93.720
H: 10.224 -5.331 92.717
H: 11.002 -5.268 94.248
H: 9.280 -4.915 93.968
H: 12.155 -7.408 93.393
H: 10.628 -7.821 92.134
H: 12.166 -9.621 93.281
H: 10.560 -9.880 93.824
H: 12.724 -8.444 95.429
H: 11.985 -9.925 95.507
H: 10.959 -7.642 98.392
H: 12.440 -7.341 97.311
H: 11.859 -8.924 97.967
H: 10.035 -10.321 96.951
H: 8.964 -9.847 95.548
H: 8.866 -9.316 97.395
H: 7.832 -6.886 94.345
H: 8.241 -8.500 93.691
H: 8.551 -7.400 92.711
N: 7.398 -0.786 93.511
C: 7.889 -2.118 93.355
C: 8.400 -2.282 91.969
C: 8.240 -0.946 91.358
C: 7.566 -0.052 92.280
H: 7.130 -0.376 94.320
H: 7.910 -2.526 94.275
H: 8.735 -3.098 91.599
H: 8.406 -0.756 90.269
H: 7.207 0.879 92.049
N: 9.374 -11.184 91.044
C: 10.048 -10.264 90.189
C: 9.185 -9.018 90.111
C: 8.013 -9.269 91.010
C: 8.256 -10.606 91.640
H: 9.711 -11.930 91.385
H: 10.957 -10.473 89.801
H: 9.425 -8.233 89.455
H: 7.036 -8.711 91.240
H: 7.577 -11.027 92.250
N: 5.358 -4.012 98.913
C: 4.863 -4.286 97.649
C: 6.159 -4.428 96.852
C: 7.306 -4.339 97.784
C: 6.721 -3.808 99.002
H: 5.011 -3.589 99.714
H: 3.771 -4.508 97.307
H: 6.128 -4.649 95.839
H: 8.214 -4.351 97.321
H: 7.234 -3.398 99.840
N: 5.577 -8.526 95.768
C: 5.693 -9.797 95.177
C: 4.817 -9.754 93.941
C: 4.197 -8.373 93.903
C: 4.885 -7.642 95.031
H: 6.169 -8.261 96.430
H: 6.284 -10.613 95.643
H: 4.385 -10.492 93.362
H: 3.308 -8.010 93.334
H: 4.780 -6.559 95.355
N: 10.448 -13.841 92.430
C: 10.271 -13.143 93.610
C: 11.686 -12.376 93.826
C: 12.355 -12.581 92.478
C: 11.638 -13.738 91.782
H: 9.615 -14.389 92.228
H: 9.463 -13.213 94.240
H: 11.960 -11.741 94.589
H: 13.418 -12.151 92.221
H: 11.678 -14.312 90.833
C: 14.715 -5.914 99.774
N: 14.691 -7.350 99.322
O: 15.180 -7.615 98.231
O: 14.107 -8.133 100.061
H: 15.319 -5.332 99.166
H: 15.086 -5.905 100.772
H: 13.615 -5.700 99.784
C: 11.108 -1.646 94.403
N: 10.369 -1.874 95.637
O: 9.970 -3.027 95.819
O: 10.204 -1.033 96.396
H: 10.735 -0.664 94.014
H: 10.940 -2.564 93.969
H: 12.163 -1.440 94.682
C: 8.491 -10.324 100.596
N: 9.989 -10.477 100.436
O: 10.349 -11.543 100.114
O: 10.651 -9.495 100.411
H: 7.993 -9.541 101.191
H: 8.083 -11.344 100.875
H: 8.103 -10.187 99.434
C: 16.485 -8.616 92.374
N: 15.041 -8.875 92.855
O: 14.833 -9.951 93.421
O: 14.260 -8.023 92.570
H: 16.545 -7.592 92.863
H: 16.264 -8.712 91.275
H: 17.190 -9.500 92.799
C: 15.152 -5.543 95.004
N: 13.738 -5.199 94.987
O: 13.351 -4.362 94.162
O: 13.155 -5.339 96.071
H: 15.433 -5.873 94.079
H: 15.352 -6.243 95.817
H: 15.995 -4.827 95.214

Here are the Löwdin charges for atoms 1 to 8, given in e: atom 1 (C): -0.017, atom 2 (C): -0.422, atom 3 (C): -0.165, atom 4 (C): -0.192, atom 5 (C): -0.073, atom 6 (C): -0.322, atom 7 (N): 0.052, atom 8 (O): 0.205

Entry 2:
Entry from OMol25: 2 unconnected molecules or ions with the total composition C5H9N2OS (the ωB97M-V functional and the def2-TZVPD basis).

Calculated values
Gap between HOMO and LUMO: 0.2951 Ha
Charge: +1
Multiplicity: 1

Positions of all 18 atoms, in Å:
C: -1.336 1.555 -0.043
C: -2.644 1.237 -0.088
C: -0.426 0.450 0.174
C: -1.135 -0.684 0.061
C: 1.954 0.597 -0.283
N: -0.678 -2.010 0.153
N: 2.302 -0.671 0.111
O: 2.424 1.586 0.438
S: -2.934 -0.422 0.011
H: -1.010 2.503 -0.069
H: -3.478 1.755 -0.064
H: 1.449 0.750 -1.159
H: -1.511 -2.650 0.555
H: 0.148 -2.038 0.804
H: 2.905 -0.758 0.866
H: -0.528 -2.464 -0.778
H: 2.308 -1.247 -0.747
H: 2.189 2.511 0.056

Here are the Löwdin charges for atoms 1 to 8, given in e: atom 1 (C): -0.185, atom 2 (C): -0.415, atom 3 (C): -0.101, atom 4 (C): -0.630, atom 5 (C): -0.226, atom 6 (N): 0.121, atom 7 (N): 0.133, atom 8 (O): 0.102

Entry 3:
Entry from OMol25: a single C3H11ClN2Si molecule (the ωB97M-V functional and the def2-TZVPD basis).

Calculated values
Gap between HOMO and LUMO: 0.3648 Ha
Multiplicity: 1
SMILES string: CC[Si@](N)(Cl)NC

Positions of all 18 atoms, in Å:
C: -1.548 -0.794 1.281
C: -0.509 -1.610 0.496
Si: 0.656 -0.446 -0.369
N: 1.384 -1.154 -1.874
Cl: 2.282 -0.230 0.869
N: -0.108 1.120 -0.585
C: 0.265 2.348 0.167
H: -0.913 -0.023 1.794
H: -2.240 -0.148 0.686
H: -2.234 -1.481 1.805
H: -1.090 -2.333 -0.061
H: 0.213 -2.359 1.007
H: 2.121 -0.676 -2.242
H: 1.065 -1.616 -2.736
H: -0.117 1.532 -1.525
H: 1.381 2.385 0.561
H: -0.140 3.206 -0.377
H: -0.467 2.279 1.103

Here are the Löwdin charges for atoms 1 to 8, given in e: atom 1 (C): -0.186, atom 2 (C): -0.360, atom 3 (Si): 0.065, atom 4 (N): -0.082, atom 5 (Cl): 0.356, atom 6 (N): -0.212, atom 7 (C): -0.210, atom 8 (H): 0.057

Entry 4:
Entry from OMol25: a molecular structure, CH3ClN2O2 (the ωB97M-V functional and the def2-TZVPD basis).

Calculated values
Gap between HOMO and LUMO (spin up / spin down): 0.3431 / 0.3431 Ha
Multiplicity: 1

Positions of all 9 atoms, in Å:
C: -0.374 0.700 0.308
N: 1.471 0.393 -0.339
N: -0.942 -0.576 0.078
O: -1.334 -0.813 -1.068
O: -0.864 -1.355 0.989
Cl: 2.085 -1.083 0.399
H: -0.426 1.084 1.305
H: -0.701 1.490 -0.451
H: 1.084 0.160 -1.220

Here are the Löwdin charges for atoms 1 to 8, given in e: atom 1 (C): 0.020, atom 2 (N): -0.351, atom 3 (N): -0.498, atom 4 (O): 0.046, atom 5 (O): 0.055, atom 6 (Cl): 0.520, atom 7 (H): 0.097, atom 8 (H): 0.136

Entry 5:
Entry from OMol25: a single C9H8F2O2S molecule (the ωB97M-V functional and the def2-TZVPD basis).

Calculated values
Gap between HOMO and LUMO: 0.2591 Ha
Multiplicity: 1

Positions of all 22 atoms, in Å:
C: -0.454 1.625 2.895
C: -1.757 1.267 2.764
C: 0.488 1.346 1.887
C: -2.119 0.426 1.693
C: 0.081 0.553 0.882
C: -1.181 -0.003 0.713
C: 0.596 -1.266 -2.002
C: 1.282 -0.760 -0.785
C: 0.513 -0.244 -3.047
O: 0.901 0.381 -0.238
O: 0.580 -2.538 -2.350
F: 2.706 -0.549 -1.176
F: 1.452 -1.813 0.084
S: -1.625 -1.022 -0.631
H: -0.217 2.502 3.511
H: -2.403 1.418 3.574
H: 1.511 1.625 2.087
H: -3.135 -0.073 1.748
H: 0.115 0.607 -2.625
H: 0.005 -0.542 -4.007
H: 1.508 0.036 -3.264
H: 1.151 -2.976 -1.712

Here are the Löwdin charges for atoms 1 to 8, given in e: atom 1 (C): -0.101, atom 2 (C): -0.102, atom 3 (C): 0.000, atom 4 (C): -0.088, atom 5 (C): -0.270, atom 6 (C): -0.584, atom 7 (C): -0.337, atom 8 (C): -0.529

Entry 6:
Entry from OMol25: a single C4H9NO2 molecule (the ωB97M-V functional and the def2-TZVPD basis).

Calculated values
Gap between HOMO and LUMO: 0.3664 Ha
Multiplicity: 1
SMILES string: NC(=O)CCCO

Positions of all 16 atoms, in Å:
N: -0.094 -1.630 1.151
C: 0.945 -0.783 1.355
O: 1.906 -1.067 2.063
C: 0.833 0.573 0.663
C: 0.586 0.518 -0.862
C: -0.851 0.771 -1.282
O: -1.716 -0.222 -0.728
H: -0.033 -2.553 1.550
H: -0.845 -1.388 0.513
H: 0.028 1.137 1.147
H: 1.770 1.089 0.885
H: 1.199 1.281 -1.356
H: 0.912 -0.449 -1.266
H: -1.160 1.771 -0.945
H: -0.936 0.743 -2.376
H: -2.545 0.189 -0.475

Here are the Löwdin charges for atoms 1 to 8, given in e: atom 1 (N): 0.166, atom 2 (C): -0.549, atom 3 (O): 0.026, atom 4 (C): -0.104, atom 5 (C): -0.179, atom 6 (C): -0.257, atom 7 (O): -0.086, atom 8 (H): 0.110

Computed energy relative to the best compared isomer or geometry (same formula, charge and spin), in the same sequence as the records: 8.6 103.0 19.8 85.3 0.0 12.8 kcal per mole.